1.
{
  "formula": "C22H48N3O3",
  "method": "ωB97M-V/def2-TZVPD",
  "charge": 1,
  "molar_mass_g_mol": 402.644,
  "orbital_gap_ev": 9.77,
  "fmax_ev_per_a": 3.3,
  "e_above_lowest_kcal_mol": 77.79,
  "spin_multiplicity": 1,
  "symbols": ["C", "C", "C", "C", "N", "C", "C", "C", "C", "C", "C", "C", "H", "H", "H", "H", "H", "H", "H", "H", "H", "H", "H", "H", "H", "H", "H", "H", "H", "H", "H", "H", "H", "H", "H", "H", "C", "C", "C", "C", "N", "C", "C", "C", "C", "C", "C", "C", "H", "H", "H", "H", "H", "H", "H", "H", "H", "H", "H", "H", "H", "H", "H", "H", "H", "H", "H", "H", "H", "H", "H", "H", "N", "O", "O", "O"],
  "xyz": [[-15.15577, 5.69562, -3.18173], [-14.94449, 6.65509, -4.33757], [-15.79470, 6.16723, -5.59889], [-15.72073, 7.17475, -6.75043], [-16.32202, 6.74251, -8.02192], [-15.21056, 6.11329, -8.92972], [-14.36644, 7.33956, -9.41747], [-15.33387, 8.56653, -9.31752], [-16.66364, 7.96542, -8.85095], [-17.54335, 5.80685, -7.80013], [-18.72232, 6.48264, -7.13346], [-20.04074, 5.63493, -7.00745], [-14.42516, 5.92996, -2.39887], [-14.84560, 4.70426, -3.47047], [-16.19637, 5.76151, -2.77573], [-13.85810, 6.71622, -4.66183], [-15.19604, 7.70772, -4.07724], [-16.76654, 6.00727, -5.15571], [-15.33084, 5.18532, -5.94774], [-14.65918, 7.38111, -7.03555], [-16.20360, 8.10241, -6.48951], [-15.76302, 5.60006, -9.66808], [-14.69738, 5.41470, -8.29397], [-13.97747, 7.31846, -10.44121], [-13.50281, 7.34959, -8.81221], [-15.48625, 9.03579, -10.26328], [-15.06396, 9.32767, -8.50839], [-17.17792, 7.57773, -9.68843], [-17.14283, 8.68453, -8.18222], [-17.28363, 4.90417, -7.26980], [-17.83262, 5.48915, -8.83302], [-18.91979, 7.44447, -7.67359], [-18.48857, 6.91237, -6.17898], [-20.13782, 5.02865, -7.94773], [-20.93751, 6.20442, -6.88590], [-19.88356, 4.87098, -6.23166], [-13.94874, 12.84751, -4.24979], [-14.97479, 12.38256, -3.16143], [-16.41741, 12.72226, -3.62085], [-17.40842, 11.84465, -2.87257], [-18.81125, 12.40685, -2.92978], [-19.71561, 11.25560, -2.58822], [-21.11444, 11.66036, -3.00737], [-20.84450, 12.67125, -4.11957], [-19.31020, 12.86647, -4.19642], [-18.95082, 13.63468, -2.03240], [-18.61611, 13.46827, -0.51680], [-18.49487, 14.83667, 0.07841], [-14.22631, 13.80732, -4.59134], [-13.97778, 12.18029, -5.10460], [-12.91775, 12.90740, -3.95222], [-14.85024, 12.72226, -2.11324], [-14.80436, 11.31003, -3.15560], [-16.52317, 12.52278, -4.67769], [-16.43588, 13.79303, -3.40741], [-17.04372, 11.74856, -1.89631], [-17.44239, 10.85061, -3.33260], [-19.52678, 10.97976, -1.49513], [-19.36032, 10.44334, -3.26654], [-21.71779, 12.03392, -2.22740], [-21.63604, 10.80318, -3.38126], [-21.29864, 13.61952, -3.97302], [-21.10957, 12.38861, -5.12911], [-18.96313, 13.80525, -4.48177], [-18.88967, 12.13312, -4.88823], [-19.96727, 14.03915, -2.05106], [-18.19939, 14.24277, -2.45690], [-17.64361, 12.97389, -0.48032], [-19.27959, 12.87017, -0.01887], [-19.33819, 15.50693, 0.02554], [-17.70633, 15.33740, -0.49050], [-18.11653, 14.81388, 1.09671], [-17.38525, 10.00193, -5.79133], [-17.72213, 10.34155, -6.99121], [-16.20234, 10.11395, -5.39433], [-18.24310, 9.54369, -4.98483]]
}


2.
{
  "formula": "C22H49BaNO17S5",
  "method": "ωB97M-V/def2-TZVPD",
  "charge": 0,
  "molar_mass_g_mol": 897.287,
  "orbital_gap_ev": 6.32,
  "fmax_ev_per_a": 4.5,
  "e_above_lowest_kcal_mol": 70.62,
  "spin_multiplicity": 1,
  "symbols": ["Ba", "O", "C", "C", "O", "H", "H", "H", "H", "O", "S", "O", "O", "C", "C", "C", "H", "H", "H", "H", "H", "H", "H", "H", "O", "S", "O", "O", "C", "C", "C", "H", "H", "H", "H", "H", "H", "H", "H", "O", "S", "O", "O", "C", "C", "C", "H", "H", "H", "H", "H", "H", "H", "H", "O", "S", "O", "O", "C", "C", "C", "H", "H", "H", "H", "H", "H", "H", "H", "O", "S", "O", "O", "C", "C", "C", "H", "H", "H", "H", "H", "H", "H", "H", "N", "C", "C", "C", "C", "C", "H", "H", "H", "H", "H"],
  "xyz": [[-12.15640, -22.13620, -8.17389], [-12.95820, -21.53211, -5.45063], [-13.55605, -20.21547, -5.45233], [-14.43699, -19.74165, -6.67955], [-14.04873, -20.04102, -8.04056], [-12.74915, -19.48744, -5.53591], [-13.97018, -19.86515, -4.50688], [-14.72405, -18.69259, -6.75149], [-15.40849, -20.22401, -6.57179], [-12.59549, -21.04261, -10.78258], [-12.95318, -19.98596, -11.72948], [-12.25331, -18.70839, -11.68424], [-12.79381, -20.66452, -13.21948], [-11.52067, -21.23992, -13.59363], [-11.54903, -21.67556, -15.05970], [-14.82110, -19.85088, -11.76915], [-11.26227, -22.06332, -12.92779], [-10.78223, -20.45219, -13.44430], [-12.08549, -22.61708, -15.17730], [-10.57564, -21.76717, -15.54160], [-12.15828, -21.00971, -15.67089], [-15.22998, -19.49115, -10.82495], [-15.10725, -20.88703, -11.94975], [-15.19087, -19.32200, -12.64759], [-14.76847, -23.43391, -8.25640], [-16.16101, -23.47335, -8.78551], [-16.48562, -24.17219, -10.06399], [-17.15868, -24.13214, -7.59612], [-16.80640, -23.87062, -6.30846], [-17.97207, -24.22082, -5.39001], [-16.87576, -21.74226, -8.77978], [-16.81293, -22.78896, -6.17404], [-15.85562, -24.34504, -6.06548], [-18.51927, -25.13959, -5.60104], [-18.72358, -23.43203, -5.42387], [-17.65116, -24.24560, -4.34861], [-16.24462, -21.17861, -9.46685], [-16.82433, -21.38754, -7.75039], [-17.89936, -21.80463, -9.14917], [-9.21052, -18.18240, -9.77632], [-10.15196, -18.61017, -8.71563], [-10.53455, -19.99792, -8.58674], [-9.53626, -18.14509, -7.23780], [-8.83264, -16.89951, -7.10170], [-8.75531, -16.42020, -5.58871], [-11.58953, -17.53410, -8.49187], [-9.22047, -16.10223, -7.73576], [-7.79826, -17.11899, -7.36627], [-8.05075, -15.59100, -5.52451], [-8.48837, -17.32951, -5.05020], [-9.67029, -16.05970, -5.11865], [-12.42329, -17.91939, -9.07881], [-11.29101, -16.51912, -8.75418], [-11.80568, -17.53901, -7.42352], [-9.13658, -23.65377, -11.91273], [-8.95935, -23.02221, -10.59970], [-10.06801, -23.03035, -9.61711], [-7.57077, -23.51781, -9.83071], [-7.28582, -23.04590, -8.49145], [-5.71550, -22.98481, -8.40188], [-8.51985, -21.27728, -10.96034], [-7.67240, -23.80937, -7.81633], [-7.74759, -22.09167, -8.23782], [-5.40761, -22.74745, -7.38357], [-5.28001, -22.24526, -9.07383], [-5.21023, -23.91147, -8.67412], [-8.43505, -20.79787, -9.98512], [-9.40070, -20.82047, -11.41147], [-7.55633, -21.25318, -11.46942], [-7.50430, -20.69470, -5.75325], [-8.82283, -21.32722, -5.56215], [-9.60506, -21.92252, -6.63940], [-8.64344, -22.44128, -4.33548], [-9.64751, -23.42500, -4.14977], [-9.55455, -24.19712, -2.85059], [-9.87861, -20.18654, -4.54649], [-9.52997, -24.14095, -4.96322], [-10.62438, -22.95271, -4.25350], [-10.29196, -24.98616, -2.70316], [-9.71614, -23.45360, -2.07010], [-8.56980, -24.65635, -2.76407], [-10.70895, -20.72267, -4.08691], [-10.29075, -19.46056, -5.24734], [-9.31297, -19.68889, -3.75877], [-11.57384, -24.69495, -7.14781], [-10.51949, -25.47467, -7.54624], [-10.11015, -26.63236, -6.86810], [-10.78529, -27.03234, -5.73684], [-11.76121, -26.21139, -5.19298], [-12.21451, -25.10949, -5.98397], [-9.96829, -25.06516, -8.37983], [-9.34185, -27.27509, -7.27183], [-10.56396, -27.88997, -5.11888], [-12.24079, -26.29095, -4.22857], [-13.04704, -24.49623, -5.67220]]
}